Entry 1:
{
  "formula": "C3H3Br2NO2",
  "method": "ωB97M-V/def2-TZVPD",
  "gap_ha": 0.349,
  "lumo_ev": -0.24,
  "de_lowest_ev": 1.4984,
  "e_homo_ha": -0.3574,
  "total_energy_ha": -5469.2982,
  "species": ["C", "C", "C", "N", "O", "O", "Br", "Br", "H", "H", "H"],
  "xyz": [[1.132, 1.243, 1.188], [0.927, -0.072, 0.776], [-0.742, -0.266, -0.491], [1.310, 2.344, 1.594], [-1.335, 0.945, -0.301], [-0.347, -0.542, -1.754], [2.427, -0.840, -0.079], [-1.926, -1.556, 0.390], [0.634, -0.793, 1.579], [-1.885, 0.994, -1.063], [-0.195, -1.456, -1.839]]
}



Entry 2:
{
  "formula": "C28H29N7SV",
  "method": "ωB97M-V/def2-TZVPD",
  "total_charge": 2,
  "gap_ha": [0.252, 0.222],
  "lumo_ev": [-5.33, -5.52],
  "e_homo_ha": [-0.4482, -0.4253],
  "spin_multiplicity": 2,
  "total_energy_ha": -2809.4773,
  "species": ["V", "C", "C", "C", "C", "C", "C", "C", "N", "N", "C", "C", "C", "C", "C", "C", "N", "C", "C", "C", "C", "C", "C", "N", "H", "H", "H", "H", "H", "H", "H", "H", "H", "H", "H", "H", "H", "H", "H", "H", "H", "H", "H", "H", "C", "N", "C", "C", "N", "C", "S", "C", "C", "C", "C", "C", "N", "H", "H", "H", "H", "H", "H", "H", "H", "H"],
  "xyz": [[0.286, 0.133, -0.300], [-0.094, 2.986, -1.421], [0.678, 2.417, -2.623], [-0.061, 1.236, -3.183], [-0.824, 1.409, -4.333], [-1.569, 0.356, -4.830], [-1.507, -0.859, -4.165], [-0.741, -0.949, -3.023], [-0.034, 0.075, -2.504], [0.259, 2.273, -0.177], [-0.741, 2.524, 0.882], [-0.502, 1.549, 2.009], [-0.941, 1.774, 3.302], [-0.654, 0.841, 4.287], [0.111, -0.268, 3.949], [0.507, -0.430, 2.638], [0.172, 0.433, 1.664], [1.594, 2.710, 0.305], [2.700, 1.802, -0.147], [3.963, 2.302, -0.416], [4.992, 1.422, -0.710], [4.722, 0.065, -0.678], [3.428, -0.350, -0.420], [2.406, 0.490, -0.202], [0.103, 4.057, -1.313], [-1.163, 2.865, -1.600], [0.770, 3.180, -3.394], [1.683, 2.127, -2.324], [-0.822, 2.368, -4.833], [-2.178, 0.475, -5.715], [-2.053, -1.722, -4.517], [-0.698, -1.890, -2.499], [-0.713, 3.560, 1.239], [-1.731, 2.345, 0.465], [-1.485, 2.680, 3.537], [-0.988, 0.994, 5.304], [0.401, -0.993, 4.697], [1.127, -1.268, 2.345], [1.803, 3.741, 0.010], [1.596, 2.683, 1.396], [4.129, 3.371, -0.392], [5.983, 1.788, -0.943], [5.498, -0.667, -0.847], [3.214, -1.407, -0.373], [-4.549, -0.281, 1.789], [-3.401, -1.168, 1.856], [-3.209, -2.160, 2.800], [-2.061, -2.787, 2.509], [-1.533, -2.176, 1.369], [-2.378, -1.168, 0.979], [-2.202, -0.115, -0.322], [-0.477, -2.716, 0.600], [-0.258, -4.088, 0.674], [0.737, -4.662, -0.092], [1.442, -3.852, -0.971], [1.144, -2.509, -1.001], [0.246, -1.910, -0.191], [-4.981, -0.180, 2.781], [-5.300, -0.685, 1.110], [-4.231, 0.691, 1.423], [-3.905, -2.333, 3.603], [-1.564, -3.582, 3.035], [-0.888, -4.705, 1.297], [0.931, -5.724, -0.034], [2.189, -4.260, -1.636], [1.620, -1.860, -1.725]]
}



Entry 3:
{
  "formula": "C19H30N2O3",
  "method": "ωB97M-V/def2-TZVPD",
  "gap_ha": 0.306,
  "lumo_ev": 0.59,
  "de_lowest_ev": 17.1376,
  "e_homo_ha": -0.2846,
  "total_energy_ha": -1076.6449,
  "species": ["C", "H", "O", "C", "C", "C", "C", "C", "C", "H", "O", "C", "H", "H", "H", "H", "C", "N", "C", "C", "N", "C", "C", "H", "H", "C", "H", "H", "C", "H", "H", "H", "C", "H", "C", "C", "H", "H", "C", "O", "H", "H", "H", "H", "H", "H", "H", "H", "H", "H", "H", "H", "H", "H"],
  "xyz": [[1.331, -1.369, 5.354], [2.338, -1.195, 5.579], [0.992, -0.267, 4.292], [1.658, -0.167, 3.254], [1.275, 1.044, 2.526], [1.889, 0.980, 1.308], [2.850, 0.015, 0.987], [3.378, -0.834, 1.594], [2.786, -1.046, 2.854], [2.940, -1.887, 3.506], [4.403, -1.858, 1.000], [4.913, -2.784, 1.867], [5.122, -2.275, 2.937], [5.526, -3.358, 1.227], [4.005, -3.418, 2.109], [3.400, 0.142, -0.053], [1.317, 2.119, 0.369], [0.180, 1.779, -0.379], [-1.008, 1.923, 0.148], [-2.183, 1.967, -0.651], [-2.129, 1.110, -1.634], [-3.281, 0.928, -2.485], [-3.558, -0.181, -3.503], [-3.073, -1.150, -3.029], [-3.196, 0.195, -4.666], [-5.120, -0.054, -3.083], [-5.602, -0.952, -2.605], [-5.646, 0.374, -3.904], [-4.720, 0.765, -1.753], [-4.671, 0.292, -0.890], [-5.292, 1.729, -1.803], [-3.291, 2.192, -3.075], [-0.965, 1.022, -2.436], [-0.820, 2.096, -2.767], [0.195, 0.776, -1.358], [0.100, -0.773, -1.029], [-0.958, -0.728, -0.793], [0.423, -0.970, 0.161], [0.697, -1.754, -1.795], [2.157, -1.695, -1.994], [2.327, -1.623, -1.090], [0.256, -1.944, -2.692], [0.519, -2.750, -1.261], [1.105, 0.832, -1.838], [-0.855, 0.299, -3.162], [-2.213, 3.160, -1.187], [-3.254, 2.110, -0.062], [-1.375, 1.031, 0.934], [-0.890, 2.796, 0.885], [2.332, 2.162, -0.456], [1.328, 3.045, 0.757], [0.576, 1.535, 2.727], [0.707, -1.048, 6.061], [1.075, -2.338, 4.997]]
}



Entry 4:
{
  "formula": "C24H27N5O2S",
  "method": "ωB97M-V/def2-TZVPD",
  "gap_ha": 0.294,
  "lumo_ev": -0.33,
  "de_lowest_ev": 0.0635,
  "e_homo_ha": -0.3060,
  "total_energy_ha": -1753.2762,
  "smiles": "CCCCn1nc(C(=O)N[C@@H](CCSC)c2nc3ccccc3[nH]2)c2ccccc2c1=O",
  "species": ["C", "C", "C", "H", "C", "N", "N", "C", "C", "C", "C", "C", "C", "C", "C", "O", "H", "H", "H", "H", "C", "O", "N", "H", "C", "C", "N", "C", "C", "C", "C", "C", "C", "N", "H", "H", "H", "H", "H", "H", "C", "C", "H", "H", "S", "C", "H", "H", "H", "H", "H", "H", "H", "H", "H", "H", "H", "H", "H"],
  "xyz": [[5.362, -0.486, -2.879], [3.942, -0.940, -2.563], [3.792, -1.517, -1.155], [4.477, -2.356, -1.031], [4.080, -0.508, -0.042], [3.184, 0.632, -0.113], [1.929, 0.373, 0.189], [1.006, 1.284, 0.144], [1.302, 2.639, -0.248], [0.359, 3.669, -0.341], [0.748, 4.931, -0.732], [2.078, 5.204, -1.044], [3.021, 4.204, -0.963], [2.646, 2.919, -0.568], [3.668, 1.875, -0.495], [4.850, 2.039, -0.735], [4.059, 4.380, -1.200], [2.367, 6.198, -1.348], [0.012, 5.719, -0.797], [-0.669, 3.463, -0.095], [-0.354, 0.811, 0.553], [-1.284, 1.571, 0.793], [-0.434, -0.530, 0.617], [0.442, -1.011, 0.468], [-1.522, -1.303, 1.196], [-2.785, -1.223, 0.399], [-3.453, -2.269, 0.001], [-4.557, -1.772, -0.646], [-5.611, -2.430, -1.271], [-6.594, -1.656, -1.849], [-6.547, -0.260, -1.816], [-5.512, 0.414, -1.201], [-4.520, -0.356, -0.617], [-3.377, -0.042, 0.068], [-2.980, 0.867, 0.276], [-5.475, 1.493, -1.175], [-7.341, 0.302, -2.284], [-7.426, -2.136, -2.343], [-5.646, -3.507, -1.296], [-1.206, -2.350, 1.177], [-1.790, -0.887, 2.653], [-0.545, -1.002, 3.522], [-0.790, -0.830, 4.571], [0.209, -0.277, 3.215], [0.299, -2.615, 3.405], [-0.965, -3.695, 4.133], [-0.505, -4.669, 4.257], [-1.819, -3.772, 3.467], [-1.260, -3.298, 5.101], [-2.130, 0.150, 2.676], [-2.591, -1.517, 3.044], [3.942, -0.988, 0.931], [5.095, -0.117, -0.119], [2.773, -1.891, -1.029], [3.643, -1.712, -3.277], [3.256, -0.098, -2.690], [5.441, -0.211, -3.928], [5.635, 0.382, -2.285], [6.072, -1.286, -2.680]]
}



Entry 5:
{
  "formula": "C18H41OP3PbS",
  "method": "ωB97M-V/def2-TZVPD",
  "total_charge": 4,
  "gap_ha": [0.158, 0.184],
  "lumo_ev": [-15.73, -15.06],
  "de_lowest_ev": 0.0000,
  "e_homo_ha": [-0.7358, -0.7373],
  "total_energy_ha": -2399.0116,
  "species": ["Pb", "P", "P", "P", "H", "C", "C", "H", "C", "C", "C", "C", "C", "C", "C", "C", "C", "H", "H", "H", "H", "H", "H", "H", "H", "H", "H", "H", "H", "H", "H", "H", "H", "H", "H", "H", "H", "H", "H", "H", "H", "H", "H", "H", "H", "H", "C", "C", "C", "C", "C", "C", "S", "H", "H", "H", "H", "H", "H", "C", "O", "H", "H", "H", "H"],
  "xyz": [[0.180, -0.685, 0.940], [-0.745, 1.884, 2.569], [-2.711, -0.689, 0.454], [2.555, 1.183, 0.950], [-0.018, -2.302, -7.043], [1.034, -2.546, -6.855], [1.355, -3.704, -6.270], [0.566, -4.412, -5.994], [-1.262, 3.488, 1.836], [-2.182, 1.723, 3.711], [0.382, 2.551, 3.864], [-2.853, -2.152, -0.632], [-3.900, -1.103, 1.784], [-3.600, 0.570, -0.517], [3.794, 0.444, -0.167], [3.531, 1.248, 2.490], [2.554, 2.931, 0.438], [1.786, -1.823, -7.185], [2.393, -3.996, -6.094], [-1.525, 4.188, 2.648], [-2.145, 3.323, 1.200], [-0.440, 3.909, 1.240], [-2.257, 2.659, 4.287], [-2.039, 0.891, 4.417], [-3.118, 1.582, 3.157], [-0.181, 3.303, 4.441], [1.259, 3.046, 3.428], [0.709, 1.760, 4.559], [-3.905, -2.447, -0.730], [-2.293, -2.994, -0.204], [-2.434, -1.943, -1.623], [-4.888, -0.689, 1.547], [-3.542, -0.678, 2.730], [-3.968, -2.194, 1.882], [-4.495, 0.129, -0.977], [-2.932, 0.956, -1.301], [-3.894, 1.401, 0.138], [4.708, 1.050, -0.178], [3.397, 0.350, -1.185], [4.037, -0.570, 0.171], [4.408, 1.880, 2.317], [3.850, 0.231, 2.754], [2.926, 1.655, 3.310], [3.580, 3.241, 0.198], [2.154, 3.562, 1.242], [1.918, 3.050, -0.451], [0.925, -1.669, -2.475], [0.857, -0.306, -2.852], [0.228, 0.021, -4.038], [-0.401, -0.963, -4.814], [-0.482, -2.272, -4.305], [0.204, -2.667, -3.170], [1.851, -2.010, -1.104], [0.169, 0.469, -0.592], [1.311, 0.443, -2.185], [0.265, 1.073, -4.358], [-0.758, -0.745, -5.820], [-0.993, -3.033, -4.909], [0.255, -3.694, -2.788], [0.807, -1.033, 4.612], [0.567, -1.705, 3.345], [-0.088, -0.421, 4.838], [1.690, -0.375, 4.482], [0.957, -1.762, 5.434], [0.889, -2.613, 3.399]]
}



Entry 6:
{
  "formula": "C3H10NS",
  "method": "ωB97M-V/def2-TZVPD",
  "gap_ha": [0.350, 0.239],
  "lumo_ev": [0.85, -2.14],
  "de_lowest_ev": 0.6925,
  "e_homo_ha": [-0.3185, -0.3175],
  "spin_multiplicity": 2,
  "total_energy_ha": -573.1578,
  "species": ["C", "S", "H", "H", "H", "C", "N", "C", "H", "H", "H", "H", "H", "H", "H"],
  "xyz": [[2.883, 1.096, 0.651], [1.344, 1.724, 0.004], [2.717, 0.306, 1.379], [3.489, 0.682, -0.162], [3.469, 1.925, 1.017], [-1.229, -1.168, 0.733], [-1.713, 0.025, 0.074], [-1.687, -0.112, -1.398], [-1.099, -1.038, 1.802], [-1.944, -1.981, 0.580], [-0.293, -1.593, 0.336], [-1.030, 0.750, 0.283], [-2.637, 0.189, -1.805], [-1.488, -1.154, -1.692], [-0.781, 0.350, -1.801]]
}